Entry 1:
The following is a DFT calculation (ωB97M-V/def2-TZVPD) of a structure of composition C13H18Br24ClO5P in a non-equilibrium geometry.

Relative energy (zero: lowest compared OMol25 entry of this formula, charge and spin) (kcal/mol): 76.9
Frontier orbital gap (eV): 9.249
Net charge: 0
Total energy (eV): -1726836.710

Geometry as XYZ:
```
62
C13H18Br24ClO5P, DFT ωB97M-V/def2-TZVPD
C 0.3849 -0.9185 -6.0033
H -1.9225 0.4730 -0.3786
C 1.6138 -3.0563 5.4951
Br 0.3130 6.6029 0.1543
C 5.9905 -6.9311 5.1013
H -2.0353 2.1085 0.4555
Br -0.0447 -2.1684 -7.4215
Br 4.7159 4.0645 -4.7977
H -4.6594 -0.9433 2.7891
Br 2.6359 -4.4532 6.3691
O -0.9497 -3.8028 2.9197
Br 1.0275 4.2951 -1.9644
H -3.7688 0.3206 3.7974
Br 5.1486 4.4951 0.0185
H -1.9243 0.6341 2.2011
C -3.6167 -0.5456 3.0560
H 6.9391 -6.4799 5.3870
O -3.1348 -2.9731 3.1490
C 0.6757 4.7153 -0.1049
P -2.7937 -3.3178 -0.0190
C -2.1265 -3.6888 2.4791
Br -0.4362 -1.4260 -4.3202
C 4.7952 4.9147 1.8789
H 0.3227 -0.1785 -12.4266
H 5.7028 4.6857 2.4348
Br 3.0138 4.8449 -7.4085
C 2.9441 4.3303 -5.5401
C -5.5868 3.3417 3.8870
Br 6.3970 -8.6568 4.3153
H -6.3895 3.8288 3.3361
H 1.5856 4.4866 0.4514
Br 2.2992 -0.6628 -5.8243
Br 2.7592 -1.6561 4.7945
Br -0.4698 -2.1512 -11.1370
O -3.6360 0.8217 0.8843
H 1.1119 -3.5136 4.6430
H -0.9343 -2.2593 -0.4790
Br 4.9365 -7.1088 6.7211
C -2.6587 1.3151 -0.0990
H -2.3559 -0.8756 1.2525
Br 2.5155 -1.1663 -11.7963
Cl -4.0975 -4.4244 -1.3066
H -3.1492 1.6872 -1.0556
H -1.5979 -1.4215 3.3568
Br -5.2155 4.4434 5.4398
Br 3.3848 3.8014 2.6124
Br 0.5343 0.7276 -10.1206
Br 0.2292 -2.3436 6.6518
Br 5.1566 -5.7358 3.8221
H -0.0396 0.0433 -6.2877
O -1.4346 -2.9472 -0.9899
Br -4.0602 3.2418 2.6924
C -2.8296 0.0365 1.7882
H 2.4926 5.1596 -4.9978
Br -6.2341 1.5844 4.3910
C 0.6759 -0.6287 -11.5005
Br -0.7354 3.6006 0.6276
O -2.3788 -4.4044 1.2524
C -2.6547 -1.7057 3.6737
Br 1.8076 2.7830 -5.2610
H -2.6722 -1.6442 4.8230
Br 4.4337 6.8021 2.1377
```

***

Entry 2:
The following is a DFT calculation (ωB97M-V/def2-TZVPD) of a cluster of 2 separate species, C6H13O2S in total in a non-equilibrium geometry.

Relative energy (zero: lowest compared OMol25 entry of this formula, charge and spin) (kcal/mol): 46.6
Frontier orbital gap (eV): 7.320
Net charge: -1
Total energy (eV): -21362.614

Geometry as XYZ:
```
22
C6H13O2S, DFT ωB97M-V/def2-TZVPD
H 0.6130 -1.9439 -2.2726
H 2.3725 1.4095 -0.0508
O -0.5707 2.4384 1.1713
C 0.7568 -2.4667 -1.3091
H 3.3555 2.1507 1.9775
O -0.0487 1.4327 -0.7038
H -1.4068 -0.3421 0.4732
H 1.8951 1.8392 3.0269
H 1.6459 0.3426 1.1017
H -0.9924 -0.1982 -1.1619
C 1.6638 1.3088 0.8293
S -0.7843 -2.4557 -0.4721
H -3.8492 -0.4199 -0.6755
H 1.8220 3.1552 1.9188
H -3.6865 -1.9426 -0.9093
H 1.1818 -3.4548 -1.3685
C -3.0300 -1.0122 -0.9695
C 2.2514 2.1320 2.0444
C -1.6730 -0.8441 -0.4226
C 0.2113 1.7538 0.5130
H 1.3633 -1.8139 -0.6882
H -3.0910 -1.0687 -2.0523
```

***

Entry 3:
The following is a DFT calculation (ωB97M-V/def2-TZVPD) of a cluster of 8 separate species, C28H84BF4N7O7 in total in a non-equilibrium geometry.

Relative energy (zero: lowest compared OMol25 entry of this formula, charge and spin) (kcal/mol): 29.9
Frontier orbital gap (eV): 9.090
Net charge: +6
Total energy (eV): -66650.770

Geometry as XYZ:
```
131
C28H84BF4N7O7, DFT ωB97M-V/def2-TZVPD
C 3.2174 1.4447 1.4662
H 1.5182 -2.3858 -2.4510
H -2.9636 -5.2915 5.2299
N -2.1868 3.0907 3.8644
H -0.7541 3.7305 -0.7127
H 1.4931 0.2391 0.7892
C 5.2204 -0.6435 -0.8321
N -3.2969 -2.7867 -3.3376
H 3.0563 -4.5590 1.0473
F 0.2087 -0.9780 -0.0762
N -5.8738 3.7048 -2.4298
C -0.7465 4.5734 2.4912
H -0.0094 -6.5586 1.8421
H -2.5141 -1.3002 4.2964
H -1.3453 6.3832 4.4030
C 5.1053 0.8690 -4.3628
H 4.3417 0.0803 -4.3993
O -1.0907 3.8351 1.3192
H 1.8694 -3.4790 -3.8367
C 1.7688 -8.6460 1.8063
H -3.0457 -3.0185 -2.3772
C -4.8250 4.2397 -0.3139
H -2.1422 -0.2131 -3.4121
H 5.7907 0.6836 -3.5313
C 3.8056 2.3856 -3.0772
H -0.4702 5.6160 2.3275
H 3.1289 1.5411 -2.8928
C -2.8102 -5.5869 4.1909
H -6.0690 3.0187 -3.1584
H -2.1752 -2.7747 -5.0899
H 2.5279 4.0692 -2.4982
C -1.2925 -2.5001 2.9635
C -1.7332 5.4083 4.6933
H 1.2490 3.0312 -4.2905
H -2.6771 5.5295 5.2180
O 0.2624 -2.2145 -4.1260
C -3.8048 2.4751 -1.8432
H 0.4893 4.6657 0.1731
H 4.8606 4.5115 -4.3202
H 0.8098 -8.8605 2.2855
H 4.6713 4.9570 -2.7588
H 6.1860 -0.1224 -0.8154
H 3.8179 1.1643 3.5377
H 0.7496 -6.5675 0.2646
H -1.6003 2.8108 4.6564
H 5.6730 0.8066 -5.2870
C 2.0905 -7.1556 1.8088
H -5.7915 4.5428 0.1207
H 2.5482 3.4443 -5.4879
H 5.3042 1.4151 0.8324
H -3.9792 1.6896 -2.5777
C 3.0929 3.6906 -3.3535
H -3.6970 -3.6253 -3.7746
H 2.5720 -0.4605 1.9677
H -1.1181 5.3031 -0.1466
B -0.7249 0.1020 -0.2647
H -2.0793 -6.3833 4.0600
H 2.9772 -7.0381 1.1851
H 5.3235 -1.5598 -0.2441
N 2.1240 0.3758 1.5881
H 0.1441 4.0748 2.9071
C -0.8080 -2.7695 -3.4371
H -3.5189 7.2071 -0.8576
H -2.0948 -0.5664 2.7118
C 2.1191 3.6470 -4.5076
H 1.6798 4.6412 -4.6845
H 2.2456 -1.7796 -3.9338
H -3.3854 -1.7605 2.8730
N 2.4921 -6.8140 3.2355
H -3.1588 2.9996 4.1667
O -4.2538 5.2722 -1.0534
H 1.7105 -7.0947 3.8375
H -2.2343 -3.6308 1.5282
C -2.0786 -2.3015 -4.1129
H -5.3673 4.5328 -2.7663
H -3.1951 3.2547 -2.3000
C -2.1639 -0.8070 -4.3310
H -1.2898 -0.5010 -4.9004
C 3.5164 1.9608 2.8491
H 4.3261 2.6857 2.8126
H 1.4805 0.6159 2.3490
H -1.6604 -2.1914 0.8604
O 4.1687 0.1798 -0.3609
N 4.1476 4.7409 -3.6131
C -1.3620 -3.7446 3.8182
O 1.0251 -4.8891 1.4123
F -1.9721 -0.5355 -0.5484
H -1.9923 2.4609 3.0784
H -0.7709 -3.8731 -3.4474
H 2.6345 2.3929 3.3294
H -3.6123 6.2578 0.6498
H 3.7890 5.6555 -3.9143
N -1.4613 -2.9523 1.5266
C 2.0751 -4.3436 0.6073
H -0.3282 -1.9952 2.9603
H -3.0799 -0.5654 -4.8736
F -0.8079 0.8261 0.9587
H 2.6516 -5.8175 3.3873
H -5.0670 6.9400 -0.0903
H 2.8713 2.2272 0.7929
C 4.4456 0.7419 0.8984
F -0.3727 0.8512 -1.3637
C 1.5129 -2.4849 -3.5444
H -0.9588 4.9927 5.3459
H -0.7114 -2.4795 -2.3726
H -0.6027 -3.4205 1.1874
H 2.0734 -4.7422 -0.4094
H -4.1992 3.8934 0.5205
H -3.7886 -5.9281 3.8575
H -3.2614 2.0320 -1.0078
H 4.5233 2.4251 -2.2450
H -2.8102 4.7864 2.9274
H -6.7859 4.0446 -2.1030
H 4.6526 -0.0634 1.6247
C -5.0793 3.1007 -1.2728
C 0.9217 -6.3322 1.3187
H 3.3080 -7.3635 3.5215
H -5.7185 2.3162 -0.8717
C -0.5694 4.3918 0.1349
C -1.8957 4.5322 3.4689
O 4.4782 2.1320 -4.2912
O -2.4916 -4.4427 3.3842
H 1.9697 -3.2592 0.6210
H -0.4469 -4.3500 3.7246
H 5.0802 -0.8985 -1.8800
H -4.0743 -2.1231 -3.3405
H 1.7278 -9.0464 0.7942
C -4.1008 6.4742 -0.3076
C -2.3929 -1.4836 3.2290
H -1.4238 -3.4275 4.8668
H 2.5398 -9.2280 2.3150
```

***

Entry 4:
The following is a DFT calculation (ωB97M-V/def2-TZVPD) of a structure of composition C19H34FeN6O3SSi in a non-equilibrium geometry.

Multiplicity: 5
Relative energy (zero: lowest compared OMol25 entry of this formula, charge and spin) (kcal/mol): 4.8
Frontier orbital gap (spin up / spin down) (eV): 8.700 / 8.567
Net charge: 0
Total energy (eV): -88440.271

Geometry as XYZ:
```
65
C19H34FeN6O3SSi, DFT ωB97M-V/def2-TZVPD
H -1.6043 1.1778 -0.0460
C 3.0858 1.7123 2.1001
N 1.9665 -2.4053 0.0669
H 0.3843 -4.6103 -2.0619
H -4.1288 5.1846 2.1975
H -1.1649 -2.2178 -2.9714
O -1.6604 -1.4339 1.1474
H 3.2319 3.6663 2.8894
H 0.9589 -2.9584 -2.4215
N -0.7090 -3.0564 -1.0866
C 1.2425 0.3983 -4.1514
C 1.0373 0.7480 2.1818
S -1.2272 -0.5355 2.2459
H 1.1882 2.7355 -0.8530
O -1.5335 -1.0692 3.5613
C 3.1755 -1.9153 -0.6694
H 2.2921 0.7750 -4.2672
N 0.2541 -0.3118 1.7985
H 0.7153 0.7512 -5.0287
H 3.5893 -1.0136 -0.2126
C 1.1772 2.8194 3.0530
H -1.8782 1.7466 -3.7228
C -3.5700 2.6998 2.8666
H -2.4232 -2.1298 -1.6755
C -2.8768 1.5070 3.0526
N 2.3176 0.6547 1.8405
H -2.7741 3.2671 -0.4239
H 1.2523 -4.3664 0.3888
N -4.2027 4.4998 1.4521
C 1.5808 2.3487 -1.7799
H -3.0214 1.0018 3.9758
H 4.1886 1.6848 1.9601
O -0.0327 0.1025 -1.5400
H -2.1630 -3.6581 -2.6617
C 0.5724 -3.6464 -1.6056
C 2.5438 2.8750 2.6808
H -1.5523 -4.8952 -0.3982
N 0.4116 1.7619 2.8166
C -2.1429 0.9828 2.0162
C -2.1108 1.6397 0.7748
H 2.5054 1.8870 -1.4698
H -1.4534 2.7063 -2.2458
H 1.5678 -3.0694 2.0370
H -4.1010 3.1737 3.6821
H 2.5880 -4.2396 -0.8067
C -2.8108 2.8082 0.5480
H 2.5038 -1.5629 1.9546
H 1.1850 -0.6917 -4.0942
H -0.8284 -3.9989 0.8966
C -1.3403 -3.8738 -0.0608
C 2.3549 -2.5296 1.4968
H -4.0560 4.9774 0.6023
H 1.8339 3.2310 -2.4116
H -0.6916 2.9822 -3.8027
C -1.1062 2.2284 -3.1276
Si 0.3815 1.2246 -2.6168
C -1.6590 -2.7596 -2.1769
C -3.4757 3.3663 1.6542
H 0.7114 3.5974 3.6840
Fe -0.0837 -1.2262 -0.1551
H 3.3742 -3.0371 1.5822
H 3.9519 -2.7484 -0.6635
C 1.6047 -3.7431 -0.4724
H 2.9897 -1.7295 -1.7548
H -2.3356 -3.4901 0.2314
```

***

Entry 5:
The following is a DFT calculation (ωB97M-V/def2-TZVPD) of a structure of composition C3H5LiO4Y in a non-equilibrium geometry.

Multiplicity: 2
Relative energy (zero: lowest compared OMol25 entry of this formula, charge and spin) (kcal/mol): 0.0
Frontier orbital gap (spin up / spin down) (eV): 6.665 / 8.689
Net charge: +2
Total energy (eV): -12612.512

Geometry as XYZ:
```
14
C3H5LiO4Y, DFT ωB97M-V/def2-TZVPD
Li 2.5913 -0.0331 0.6993
C -0.4771 0.2049 0.0733
O 0.8791 0.4589 -0.3502
O -2.2672 -0.0235 1.6881
H 2.8261 -0.6250 -2.3192
H -0.4834 0.9801 2.1367
H -0.4040 -0.8165 2.0224
O 0.4269 -0.1084 -2.4745
O 2.4894 -0.2407 -1.4992
H -0.7046 -0.8119 -0.2830
C -0.9159 0.0902 1.6382
C 1.2089 0.1381 -1.5990
H -0.9633 1.1173 -0.3063
Y -4.2063 -0.3302 0.5734
```

***

Entry 6:
The following is a DFT calculation (ωB97M-V/def2-TZVPD) of a structure of composition C14H27N2NiO in a non-equilibrium geometry.

Multiplicity: 3
Frontier orbital gap (spin up / spin down) (eV): 6.175 / 8.332
Net charge: +1
Total energy (eV): -61017.760

Geometry as XYZ:
```
45
C14H27N2NiO, DFT ωB97M-V/def2-TZVPD
H 4.8939 11.5439 5.4845
H 9.8218 8.4469 3.5262
N 9.4624 7.4998 3.6797
C 10.4469 10.8737 6.0827
H 10.5096 7.3762 5.5098
H 7.4206 6.4820 4.0118
H 5.0420 10.6581 7.0347
H 8.8828 15.3505 5.6874
H 8.3534 6.2056 6.5593
H 8.2934 12.6765 7.9824
C 9.6920 6.8922 4.9672
Ni 8.4530 10.6422 5.4456
O 6.0268 9.1889 4.9159
H 11.1317 10.0324 6.1921
H 6.5458 6.1831 5.4677
H 7.9012 14.8395 7.0064
C 9.6969 11.2644 7.1843
N 7.1802 6.8113 4.9584
C 11.1159 11.2022 3.6590
H 9.8036 11.0122 9.2771
C 6.6294 10.2724 5.6055
C 8.9163 12.4138 7.1266
H 8.7357 9.8670 8.4773
C 8.1946 14.5626 5.9663
C 4.6482 9.0077 5.0795
C 9.5784 12.8038 4.8639
H 4.3606 8.1122 4.5371
H 4.4127 8.7295 6.1449
H 10.4923 9.6820 8.4332
C 5.6044 11.1830 6.2335
H 6.6915 7.7995 4.9147
H 4.0241 9.8426 4.7810
C 9.6632 10.3929 8.4205
H 10.6373 11.5520 2.7466
C 10.3457 11.6256 4.8786
C 8.4282 7.0141 5.8333
H 9.5014 13.4138 3.9549
H 11.2480 10.1247 3.6779
C 8.9028 13.2336 6.0002
H 8.2830 7.9310 6.4030
H 6.0703 12.0592 6.6549
H 7.3793 14.5865 5.2584
H 9.9361 5.8243 4.8938
H 12.1476 11.5758 3.7204
H 9.5856 6.8812 2.8638
```

***

Entry 7:
The following is a DFT calculation (ωB97M-V/def2-TZVPD) of a structure of composition C16H22BF9I2NO2S2 in a non-equilibrium geometry.

Frontier orbital gap (eV): 7.373
Net charge: +1
Total energy (eV): -85523.977

Geometry as XYZ:
```
55
C16H22BF9I2NO2S2, DFT ωB97M-V/def2-TZVPD
H -0.3366 -3.1720 3.2478
H 1.5925 -2.8263 -1.4390
C 1.6508 -1.6734 -1.3492
C -1.4797 0.6806 -0.4694
C -0.9567 -2.2723 2.8613
C -2.2959 1.0713 -1.8148
C -2.4897 0.7002 0.8325
H -2.0137 4.2374 0.4648
C 4.0197 -1.7452 -0.0124
H -4.5139 0.6843 -0.1310
H 1.2413 -1.2718 -2.3692
S -0.3975 2.1372 -0.0968
F 5.0986 1.2021 2.5121
F 6.4665 2.0165 0.7792
C -1.9165 3.0907 0.4777
H -2.6778 0.0984 -2.3346
F 3.1374 -0.2996 1.8512
H -3.2618 1.7010 -1.6172
O -4.9317 -2.2188 1.5260
F 5.8906 0.2527 -0.6356
H -1.5837 -1.5625 -0.3458
B -4.6828 -0.7655 1.5885
H -2.1445 1.9249 -3.8762
O -5.2062 -0.0835 2.7521
H 3.7025 -1.3758 -2.1944
C -0.8633 -0.7661 -0.8071
H 1.1264 -0.2193 0.3268
H 0.5517 2.0311 -3.9207
H -0.9716 1.1805 2.5251
I -4.5049 3.1307 1.6845
H -1.2823 3.0098 -2.6617
C -1.2822 -1.0254 2.5408
F 6.7625 -0.1594 1.5893
C -1.8542 0.4505 2.2980
H -4.0248 -2.6259 1.6112
S 5.4407 0.6916 0.9115
C 0.6043 -1.0786 -0.2274
C -0.0807 1.1964 -3.4048
H 0.5877 0.8166 -2.5321
F 4.1822 1.6869 0.4098
C 3.1450 -1.0861 -1.2092
H 3.1092 0.0613 -1.1959
N -2.8374 2.1893 0.9276
F 3.1324 -2.7778 0.5532
I -0.5339 -0.3048 -4.9170
H -3.6451 -0.9212 -0.4111
H -2.6294 0.6674 3.1449
C -3.8153 -0.1029 0.3789
C -1.4606 1.8856 -2.9284
H -4.9179 -0.5882 3.5509
F 5.1540 -2.5269 -0.5016
H 0.4986 -1.9413 0.5519
H -0.8553 -1.0112 -1.9476
F 4.9914 -1.6114 2.2369
C 4.3618 -0.7816 1.2158
```

***

Entry 8:
The following is a DFT calculation (ωB97M-V/def2-TZVPD) of a cluster of 2 separate species, C5H11N2O2 in total in a non-equilibrium geometry.

Relative energy (zero: lowest compared OMol25 entry of this formula, charge and spin) (kcal/mol): 85.8
Frontier orbital gap (eV): 8.017
Net charge: +1
Total energy (eV): -12428.517

Geometry as XYZ:
```
20
C5H11N2O2, DFT ωB97M-V/def2-TZVPD
H -3.2963 0.9108 0.9380
C -0.1316 1.3326 0.1466
C 2.0914 -0.4010 -1.1636
H 4.5643 0.0761 -2.6957
H 1.5257 -2.3538 -1.0902
N 3.0831 0.3917 -1.4457
C -2.3548 1.4540 0.9058
H -2.0300 -1.3168 0.9034
C -1.3078 0.5711 0.1759
H -2.0395 1.6624 1.9255
H 3.1914 -2.0988 -1.4480
O 4.4087 -0.0460 -1.7455
H -2.5158 2.3956 0.3855
H -0.3482 -1.3715 0.3551
N 2.2743 -1.7033 -1.2502
H -1.6339 0.3823 -0.8555
H 3.0332 1.3890 -1.2902
O 0.6796 2.1144 0.2674
H -0.7544 -0.6275 1.9087
C -1.0867 -0.7784 0.8855
```